A cluster of 2 separate species, C6H10O3 in total. Source: the Open Molecules 2025 dataset; level of theory: wB97M-V/def2-TZVPD.

Output
HOMO-LUMO gap in eV: 10.56
Energy above the lowest of the compared OMol25 structures with the same formula, charge and spin in eV: 2.9589

Each line ends with the natural charge from an NBO analysis.
Geometry (Å):
C  2.60  -0.37  -0.39  0.099
C  1.45  -0.35  -0.03  -0.161
C  4.02  -0.22  -0.56  -0.709
C  -3.07  0.18  -0.17  -0.639
C  -2.18  -1.05  -0.41  -0.094
C  0.06  -0.57  0.34  0.774
O  -0.24  -0.77  1.49  -0.593
O  -0.16  1.83  0.59  -0.924
O  -0.81  -0.70  -0.72  -0.507
H  4.02  0.92  -0.71  0.250
H  4.70  -0.66  -1.30  0.257
H  4.41  -0.37  0.48  0.246
H  -2.43  1.01  0.29  0.224
H  -3.46  0.57  -1.15  0.210
H  -3.92  -0.11  0.56  0.215
H  -2.61  -1.69  -1.26  0.199
H  -2.32  -1.60  0.62  0.207
H  0.69  1.86  1.01  0.475
H  -0.74  2.09  1.32  0.474

A cluster of 2 separate species, C2H2N3O6S in total. Source: the Open Molecules 2025 dataset; level of theory: wB97M-V/def2-TZVPD.

Output
Net charge: -1
HOMO-LUMO gap in eV: 8.03
Energy above the lowest of the compared OMol25 structures with the same formula, charge and spin in eV: 0.8495

Each line ends with the natural charge from an NBO analysis.
Geometry (Å):
C  -0.56  -0.32  -0.78  0.777
C  2.26  -1.44  0.39  1.061
N  0.36  1.07  -0.89  -0.546
N  -1.82  0.07  -0.54  -0.335
N  1.00  1.38  0.21  0.587
O  2.02  -2.34  1.04  -0.548
O  1.67  2.37  0.21  -0.482
O  -0.03  -1.41  -0.90  -0.631
O  2.63  -0.58  -0.27  -0.522
O  0.85  0.68  1.23  -0.587
O  -2.06  1.43  -0.21  -0.580
S  -3.04  -1.00  -0.03  0.167
H  -1.05  1.87  -0.34  0.502
H  -2.22  -1.80  0.89  0.137

The ion C8H8BrN2 with charge +1. Source: the Open Molecules 2025 dataset; level of theory: wB97M-V/def2-TZVPD.

Output
Net charge: +1
HOMO-LUMO gap (spin up / spin down) in eV: 7.10 / 6.99
Energy above the lowest of the compared OMol25 structures with the same formula, charge and spin in eV: 4.7569

Each line ends with the natural charge from an NBO analysis.
Geometry (Å):
C  1.45  2.09  -0.14  -0.152
C  0.24  2.51  0.37  -0.204
C  1.55  0.75  -0.59  -0.215
C  -0.91  1.65  0.38  -0.155
C  0.46  -0.07  -0.56  -0.005
C  -0.87  0.38  -0.28  0.051
C  -1.14  -2.17  0.78  0.369
C  0.60  -1.61  -0.80  -0.259
N  -1.95  -0.47  -0.41  -0.478
N  -0.01  -2.38  0.33  -0.481
Br  -3.64  0.03  -0.21  0.392
H  2.41  2.69  0.26  0.260
H  0.09  3.37  0.97  0.240
H  2.51  0.43  -1.04  0.245
H  -1.91  1.91  0.75  0.235
H  -1.49  -2.41  1.74  0.213
H  0.25  -1.95  -1.76  0.269
H  1.69  -1.75  -0.56  0.233
H  0.68  -3.01  0.79  0.441

A cluster of 4 separate species, C18H40N3O5S in total. Source: the Open Molecules 2025 dataset; level of theory: wB97M-V/def2-TZVPD.

Output
Net charge: +1
HOMO-LUMO gap in eV: 8.22
Energy above the lowest of the compared OMol25 structures with the same formula, charge and spin in eV: 2.3922

Each line ends with the natural charge from an NBO analysis.
Geometry (Å):
C  0.30  3.11  2.33  -0.652
C  -1.11  2.45  2.79  -0.428
C  -0.83  1.19  3.73  -0.540
S  -0.42  -0.38  2.83  0.586
C  -1.61  -0.74  1.46  -0.563
C  -3.03  -1.34  1.98  -0.411
C  -3.97  -0.08  2.29  -0.544
C  -5.35  -0.44  3.00  0.803
O  -5.50  -1.58  3.46  -0.535
O  -6.37  0.57  3.06  -0.512
C  -5.82  1.87  3.37  -0.089
C  -5.59  2.80  2.05  -0.647
H  0.64  2.58  1.38  0.251
H  0.22  4.24  2.15  0.236
H  1.08  2.98  3.17  0.208
H  -1.59  3.25  3.47  0.245
H  -1.82  2.26  1.92  0.232
H  0.08  1.45  4.39  0.273
H  -1.71  1.03  4.44  0.256
H  -0.61  -1.39  3.76  0.195
H  -1.18  -1.37  0.62  0.332
H  -1.89  0.27  0.97  0.277
H  -3.51  -1.92  1.11  0.263
H  -2.89  -2.06  2.85  0.234
H  -3.40  0.71  2.90  0.215
H  -4.24  0.39  1.27  0.252
H  -4.87  1.82  4.02  0.169
H  -6.57  2.46  4.01  0.216
H  -6.34  2.56  1.23  0.243
H  -4.54  2.52  1.64  0.185
H  -5.55  3.89  2.36  0.230
C  0.86  -0.30  -1.31  -0.716
C  -0.28  -0.96  -2.03  0.681
O  -1.44  -0.95  -1.59  -0.700
N  -0.02  -1.58  -3.20  -0.587
C  1.26  -1.71  -3.89  -0.424
H  0.49  0.15  -0.39  0.210
H  1.62  -1.05  -1.05  0.235
H  1.29  0.48  -1.93  0.261
H  -0.83  -2.00  -3.63  0.404
H  1.16  -1.25  -4.88  0.188
H  1.48  -2.77  -4.00  0.247
H  2.06  -1.22  -3.34  0.205
C  2.03  -6.62  -2.66  -0.722
C  2.57  -5.25  -2.96  0.686
O  1.92  -4.23  -2.76  -0.667
N  3.83  -5.16  -3.47  -0.608
C  4.75  -6.23  -3.78  -0.414
H  1.02  -6.53  -2.26  0.246
H  1.98  -7.21  -3.57  0.234
H  2.65  -7.11  -1.91  0.231
H  4.12  -4.21  -3.65  0.400
H  5.66  -6.08  -3.20  0.203
H  5.00  -6.18  -4.84  0.204
H  4.34  -7.21  -3.55  0.216
C  3.52  3.64  -2.20  -0.722
C  2.88  3.36  -0.87  0.687
O  2.26  2.33  -0.64  -0.668
N  3.00  4.31  0.10  -0.609
C  3.68  5.59  0.03  -0.414
H  3.34  2.79  -2.87  0.245
H  3.09  4.53  -2.65  0.235
H  4.60  3.76  -2.08  0.235
H  2.55  4.06  0.96  0.395
H  4.46  5.60  0.80  0.204
H  2.96  6.38  0.24  0.202
H  4.14  5.76  -0.94  0.219

The molecule C5H5F2N. Source: the Open Molecules 2025 dataset; level of theory: wB97M-V/def2-TZVPD.

Output
HOMO-LUMO gap in eV: 10.71
Energy above the lowest of the compared OMol25 structures with the same formula, charge and spin in eV: 2.1132

Each line ends with the natural charge from an NBO analysis.
Geometry (Å):
C  0.80  1.15  0.05  -0.183
C  -0.49  1.35  0.37  -0.282
C  0.62  -1.43  0.09  -0.245
C  0.94  -0.18  -0.68  -0.108
C  -1.23  0.06  -0.01  0.763
N  -0.34  -0.75  -0.79  -0.415
F  -2.40  0.41  -0.67  -0.348
F  -1.68  -0.57  1.05  -0.327
H  1.67  1.92  0.39  0.239
H  -1.03  2.24  0.90  0.248
H  1.04  -2.36  -0.40  0.208
H  0.46  -1.56  1.17  0.232
H  1.65  -0.27  -1.47  0.219

The molecule C2H3F2NO2. Source: the Open Molecules 2025 dataset; level of theory: wB97M-V/def2-TZVPD.

Output
HOMO-LUMO gap in eV: 9.37
Energy above the lowest of the compared OMol25 structures with the same formula, charge and spin in eV: 1.4900

Each line ends with the natural charge from an NBO analysis.
Geometry (Å):
C  0.12  -0.33  -0.40  0.587
C  1.42  -0.12  0.28  0.469
N  -1.21  0.23  0.43  -0.351
O  -0.18  -0.92  -1.38  -0.519
O  -2.20  0.30  -0.47  -0.553
F  1.83  1.13  0.12  -0.309
F  1.06  -0.12  1.61  -0.330
H  2.23  -0.83  0.01  0.169
H  -1.04  1.13  0.85  0.361
H  -2.03  -0.46  -1.04  0.477

The molecule C4H7N3. Source: the Open Molecules 2025 dataset; level of theory: wB97M-V/def2-TZVPD.

Output
HOMO-LUMO gap in eV: 9.05
Energy above the lowest of the compared OMol25 structures with the same formula, charge and spin in eV: 2.5874

Each line ends with the natural charge from an NBO analysis.
Geometry (Å):
C  -2.13  -0.54  -0.65  -0.416
N  -1.06  0.44  -0.77  -0.618
C  0.17  0.08  -0.26  0.334
N  1.22  0.45  -0.95  -0.345
N  2.18  0.71  -0.02  -0.408
C  1.73  0.31  1.22  -0.049
C  0.55  -0.35  1.07  -0.360
H  -1.72  -1.53  -0.36  0.196
H  -2.82  -0.30  0.20  0.193
H  -2.64  -0.64  -1.63  0.209
H  -0.90  1.06  -1.59  0.409
H  3.12  0.39  -0.26  0.393
H  1.99  0.92  2.08  0.221
H  0.31  -1.00  1.91  0.241

A cluster of 7 separate species, C39H90F6N5O9S2 in total. Source: the Open Molecules 2025 dataset; level of theory: wB97M-V/def2-TZVPD.

Output
Net charge: +3
HOMO-LUMO gap in eV: 7.70
Energy above the lowest of the compared OMol25 structures with the same formula, charge and spin in eV: 1.7306

Each line ends with the Mulliken charge.
Geometry (Å):
C  2.06  -24.15  19.42  -0.888
N  2.21  -24.59  17.93  0.232
C  3.73  -24.97  17.74  -0.947
C  1.37  -25.88  17.83  -0.863
C  1.85  -23.38  16.98  0.355
C  0.31  -23.01  16.87  -0.537
O  -0.36  -23.99  16.09  -0.520
H  2.57  -23.20  19.59  0.246
H  2.53  -24.83  20.13  0.403
H  1.02  -24.02  19.72  0.440
H  3.99  -25.84  18.35  0.402
H  4.20  -24.05  18.06  0.364
H  3.96  -25.29  16.72  0.363
H  0.33  -25.55  17.92  0.369
H  1.57  -26.52  18.69  0.396
H  1.62  -26.27  16.85  0.359
H  2.37  -23.59  16.05  0.327
H  2.36  -22.54  17.46  -0.338
H  0.29  -22.00  16.46  0.264
H  -0.11  -22.93  17.87  0.311
H  -1.21  -23.56  15.99  0.346
C  9.98  -23.83  17.41  -0.797
N  8.75  -24.02  16.44  0.134
C  9.12  -23.76  14.94  -0.853
C  8.23  -25.49  16.54  -0.780
C  7.54  -23.02  16.78  -0.391
C  7.92  -21.52  17.01  0.455
O  8.83  -21.26  18.06  -0.583
H  9.64  -23.58  18.42  0.321
H  10.56  -22.99  17.04  0.333
H  10.48  -24.79  17.51  0.364
H  8.25  -23.89  14.29  0.287
H  9.92  -24.34  14.50  0.441
H  9.35  -22.70  14.81  0.360
H  9.02  -26.13  16.14  0.373
H  7.27  -25.38  16.04  0.299
H  8.08  -25.65  17.61  0.391
H  6.91  -23.48  17.54  0.354
H  6.88  -23.10  15.91  -0.153
H  7.00  -21.07  17.38  -0.509
H  8.24  -21.10  16.06  0.503
H  8.48  -21.40  18.95  0.363
C  -0.91  -18.93  18.83  -0.785
N  -1.35  -17.52  18.45  0.511
C  -1.04  -16.50  19.59  -0.729
C  -0.54  -17.24  17.17  -1.377
C  -2.87  -17.52  18.13  -0.503
C  -3.42  -16.29  17.34  -0.565
O  -3.33  -15.13  18.08  -0.513
H  -1.61  -19.32  19.57  0.459
H  0.11  -19.01  19.22  -0.060
H  -0.96  -19.52  17.92  0.500
H  -1.73  -16.62  20.42  0.347
H  -1.11  -15.47  19.23  0.378
H  -0.03  -16.66  19.97  0.203
H  0.43  -16.98  17.60  0.401
H  -0.83  -16.30  16.71  0.569
H  -0.37  -18.01  16.42  0.333
H  -3.39  -17.73  19.07  0.461
H  -3.02  -18.39  17.50  0.377
H  -4.48  -16.44  17.13  0.446
H  -2.92  -16.13  16.38  0.263
H  -4.13  -14.78  18.48  0.335
C  9.63  -18.68  22.86  -1.280
C  8.83  -19.64  21.97  -0.634
C  7.94  -19.01  20.80  0.108
C  6.70  -18.30  21.38  -0.938
N  5.49  -18.06  20.41  0.265
C  4.95  -19.38  19.83  0.638
C  4.14  -20.10  20.90  -0.402
C  3.63  -18.96  21.81  -0.996
C  4.21  -17.64  21.23  -0.680
C  5.75  -16.96  19.36  -0.477
C  7.00  -17.14  18.50  0.070
C  7.13  -16.21  17.35  -1.558
H  9.10  -17.89  23.38  0.336
H  10.45  -18.17  22.35  0.343
H  10.06  -19.39  23.56  0.393
H  8.17  -20.12  22.69  0.377
H  9.42  -20.37  21.41  0.389
H  7.52  -19.88  20.29  -0.333
H  8.54  -18.54  20.02  0.442
H  6.98  -17.37  21.87  0.422
H  6.25  -18.87  22.20  0.514
H  4.23  -19.10  19.06  -0.510
H  5.76  -19.93  19.36  -0.161
H  3.37  -20.70  20.42  0.214
H  4.87  -20.74  21.39  0.378
H  2.56  -18.93  21.61  0.419
H  3.84  -19.19  22.85  0.385
H  3.47  -17.19  20.57  0.395
H  4.57  -16.89  21.94  0.504
H  5.71  -16.02  19.92  0.669
H  4.93  -17.00  18.65  0.208
H  7.16  -18.18  18.21  -0.012
H  7.91  -16.92  19.07  0.425
H  7.00  -15.17  17.67  0.382
H  6.44  -16.58  16.59  0.103
H  8.09  -16.26  16.85  0.454
C  6.49  -17.55  13.70  -0.699
C  5.96  -18.15  12.40  -0.764
C  4.71  -17.56  11.80  -0.885
C  3.47  -17.72  12.61  0.014
N  2.10  -17.25  12.04  0.466
C  0.87  -17.97  12.68  -0.174
C  0.83  -19.35  12.02  -0.452
C  1.65  -19.30  10.75  -0.799
C  1.90  -17.73  10.59  -0.703
C  2.08  -15.74  11.97  -1.017
C  1.83  -15.11  13.33  -0.063
C  1.74  -13.53  13.20  -1.350
H  7.40  -18.00  14.10  0.460
H  5.70  -17.86  14.39  -0.250
H  6.48  -16.47  13.82  0.430
H  5.78  -19.22  12.44  0.115
H  6.73  -18.10  11.64  0.478
H  4.68  -17.87  10.75  0.341
H  4.87  -16.49  11.66  0.284
H  3.50  -17.32  13.62  0.084
H  3.34  -18.80  12.67  0.165
H  -0.05  -17.38  12.62  0.612
H  0.95  -18.21  13.74  -0.091
H  -0.18  -19.71  11.85  0.648
H  1.26  -20.15  12.63  -0.012
H  1.07  -19.64  9.89  0.439
H  2.59  -19.86  10.72  0.213
H  1.12  -17.22  10.02  0.533
H  2.82  -17.66  10.00  0.468
H  1.24  -15.48  11.32  0.499
H  2.98  -15.42  11.44  0.579
H  2.59  -15.42  14.05  0.199
H  0.96  -15.53  13.83  0.238
H  1.82  -12.97  14.14  0.396
H  0.73  -13.33  12.86  0.350
H  2.50  -13.16  12.51  0.342
C  4.33  -19.87  16.04  -0.237
F  4.61  -20.00  14.75  -0.212
F  4.59  -21.05  16.54  0.039
F  5.07  -18.92  16.63  0.160
S  2.46  -19.27  16.20  0.337
O  1.66  -20.22  15.38  -0.628
O  2.08  -19.37  17.62  -0.025
O  2.42  -17.91  15.64  -0.451
C  5.55  -23.00  13.01  0.428
F  6.67  -23.27  12.26  -0.262
F  5.96  -22.40  14.09  -0.032
F  4.79  -22.15  12.28  -0.192
S  4.53  -24.65  13.37  1.022
O  3.99  -25.15  12.11  -0.649
O  5.57  -25.50  13.91  -0.698
O  3.49  -24.34  14.33  -0.592

Electronic energy across the listed records, respectively: -12523.8139; -29693.2346; -81436.1136; -44849.9934; -12188.9935; -13139.8296; -8729.0919; -105728.4189 eV.